DFT (wB97M-V/def2-TZVPD) results for C11H20NO17Sr as an isolated structure.

Values from the calculation:
Spin multiplicity ... 1
Net charge ... -3
LUMO ... 6.46 eV
ΔE to the lowest compared entry with this formula, charge and spin ... 33.7 kcal per mole
Gap between HOMO and LUMO ... 0.2345 Ha

Last column: Mulliken charge in e.
CARTESIAN COORDINATES (ANGSTROEM)
1 Sr -1.07234 0.27580 0.40327  1.697
2 O 2.69520 0.99216 3.05755  -0.537
3 C 1.48352 0.38962 3.45154  0.499
4 O 1.52918 -0.08879 4.61284  -0.837
5 O 0.47965 0.49931 2.73429  -0.362
6 H 3.09086 0.88886 3.93789  0.240
7 O -3.14951 -2.93848 -2.30581  -0.612
8 C -3.36929 -1.61577 -1.89268  0.446
9 O -4.43214 -1.01605 -1.95822  -0.704
10 O -2.26696 -1.06286 -1.53187  -0.369
11 H -2.21388 -2.71338 -2.04886  0.345
12 O 0.23670 -3.96742 0.55792  -0.495
13 C 0.19592 -2.92987 1.49315  0.570
14 O -0.63021 -2.00167 1.40430  -0.681
15 O 0.87675 -3.18217 2.52364  -0.813
16 H 0.73887 -4.55117 1.14950  0.234
17 O -1.06068 2.69696 -3.26014  -0.542
18 C -2.20418 2.37732 -2.52578  0.440
19 O -2.07610 1.91807 -1.37817  -0.367
20 O -3.29341 2.61869 -3.09544  -0.813
21 H -1.59991 2.75782 -4.07153  0.245
22 O -4.89706 0.36765 2.65547  -0.549
23 C -3.67993 0.43537 2.02012  0.858
24 O -2.69508 -0.08333 2.59341  -0.691
25 O -3.53779 0.97727 0.91713  -0.607
26 H -4.61182 0.02482 3.51212  0.291
27 C -0.45166 3.49181 1.71192  -0.969
28 O -0.07478 2.57557 0.70968  0.201
29 C 1.31007 2.63000 0.34816  -0.430
30 C 1.38556 1.84510 -0.92547  -0.631
31 N 1.27686 0.36845 -0.67913  0.220
32 C 1.53328 -0.29566 -1.94225  -0.918
33 C 1.64924 -1.78868 -1.75059  -0.306
34 O 2.93220 -2.03011 -1.14535  -0.353
35 C 3.34955 -3.36761 -1.13667  -0.648
36 H 0.22905 3.38535 2.55827  0.297
37 H -1.51742 3.34352 1.87976  0.186
38 H -0.41635 4.50942 1.28690  0.283
39 H 1.89710 2.23051 1.18001  0.216
40 H 1.49172 3.69422 0.14630  0.398
41 H 2.37755 2.03507 -1.37391  0.432
42 H 0.69590 2.12576 -1.72147  0.150
43 H 2.00867 0.06717 -0.03795  0.069
44 H 2.37181 0.02555 -2.57956  0.342
45 H 0.66392 -0.17439 -2.60172  0.367
46 H 1.52447 -2.40640 -2.64549  0.563
47 H 0.97043 -2.13769 -0.96538  -0.064
48 H 2.71771 -3.89461 -0.40686  0.164
49 H 4.36481 -3.45971 -0.75421  0.228
50 H 3.17393 -3.84145 -2.11059  0.314

Atoms 1-3, force components in eV/Å:
Sr -2.1631 -0.8883 0.7191
O 0.2079 0.0597 0.0281
C -2.3315 -0.2815 1.3469

=====

DFT (wB97M-V/def2-TZVPD) results for C10H31NO5P2 as an isolated structure.

Values from the calculation:
Spin multiplicity ... 1
Net charge ... 0
LUMO ... 0.40 eV
ΔE to the lowest compared entry with this formula, charge and spin ... 0.0 kcal per mole
Gap between HOMO and LUMO ... 0.3041 Ha

Last column: Mulliken charge in e.
CARTESIAN COORDINATES (ANGSTROEM)
1 N -0.58853 0.05054 -0.23606  -0.302
2 P -1.87482 -0.74541 -0.73650  -0.087
3 P -1.13735 -2.78426 -1.38056  0.245
4 C -0.26532 -4.41225 -1.82115  -0.920
5 O 1.04977 -4.24015 -1.33898  -0.202
6 C 1.54204 -5.17646 -0.42311  -0.479
7 O 2.26772 -4.50990 0.54478  -0.415
8 C 3.48292 -3.94191 0.09341  -0.642
9 C 3.30221 -2.44533 0.04365  0.120
10 O 3.64529 -1.80043 1.24302  -0.556
11 H -0.69014 0.31033 0.73347  0.188
12 H -2.52547 -0.07344 -1.81033  0.081
13 H -2.80665 -0.93482 0.31212  0.109
14 H -1.46341 -3.25523 -0.06888  0.041
15 H 0.05759 -2.08074 -1.70939  0.003
16 H -2.13050 -2.94739 -2.39694  0.019
17 H -0.78822 -5.25455 -1.38563  0.450
18 H -0.24829 -4.50197 -2.90342  0.430
19 H 2.17646 -5.90049 -0.93017  0.382
20 H 0.77132 -5.71626 0.11129  0.376
21 H 4.25332 -4.16047 0.81897  0.391
22 H 3.79759 -4.32107 -0.86649  0.357
23 H 2.27054 -2.25783 -0.22760  -0.067
24 H 3.91875 -2.00571 -0.72508  0.339
25 H 3.21483 -2.22314 1.99358  0.298
26 C 2.12630 1.76582 -0.74031  -1.149
27 C 1.14884 2.22178 0.33207  0.558
28 C 1.32970 1.42584 1.61254  -1.407
29 O -0.19710 2.09330 -0.13504  -0.860
30 H 1.95868 0.71329 -0.98354  0.087
31 H 1.98427 2.34027 -1.65622  0.324
32 H 3.15941 1.88265 -0.41082  0.413
33 H 1.29604 3.28437 0.53206  0.293
34 H 1.14157 0.36648 1.42206  0.225
35 H 0.61364 1.75116 2.36822  0.309
36 H 2.33782 1.53042 2.01560  0.429
37 H -0.37229 1.15902 -0.31204  0.644
38 C -3.05426 4.88198 -0.51772  -1.198
39 C -3.56048 4.19109 0.74070  0.371
40 C -3.24752 5.01061 1.98509  -1.265
41 O -2.98903 2.89475 0.84869  -0.473
42 H -1.96831 4.99689 -0.47764  0.259
43 H -3.28445 4.28361 -1.39882  0.305
44 H -3.50375 5.86966 -0.63841  0.407
45 H -4.63889 4.04158 0.66597  0.287
46 H -2.16691 5.13156 2.09835  0.309
47 H -3.61416 4.50327 2.87751  0.305
48 H -3.70245 6.00162 1.93567  0.393
49 H -2.02832 2.98734 0.90200  0.280

Atoms 1-3, force components in eV/Å:
N -1.8713 -7.6471 0.5381
P 0.0589 0.3151 0.2573
P 0.0823 -0.9351 -0.6022

=====

DFT (wB97M-V/def2-TZVPD) results for a 2-piece molecular cluster, C2H5NO4 overall.

Values from the calculation:
Spin multiplicity ... 3
Net charge ... 0
LUMO (spin up / spin down) ... 0.30 / 0.28 eV
Expectation value of S² ... 2.007
ΔE to the lowest compared entry with this formula, charge and spin ... 4.8 kcal per mole
Gap between HOMO and LUMO (spin up / spin down) ... 0.3082 / 0.4440 Ha

Last column: Mulliken charge in e.
CARTESIAN COORDINATES (ANGSTROEM)
1 C -0.07688 -1.23224 0.83535  -0.618
2 C 0.44244 0.03595 -1.05531  0.790
3 N -1.28122 1.60048 1.20439  -0.223
4 O -0.26823 2.35616 0.99891  -0.279
5 O 0.20002 0.16170 -2.32366  -0.411
6 O 1.00021 0.83787 -0.32967  -0.592
7 O -0.07949 -1.15886 -0.59026  -0.340
8 H -0.05435 -2.35332 0.84062  0.292
9 H -0.93939 -0.75637 1.43661  0.291
10 H 0.90585 -0.86046 1.35607  0.269
11 H -0.29485 -0.48324 -2.78994  0.355
12 H 0.44587 1.85234 0.41689  0.467

Atoms 1-3, force components in eV/Å:
C 1.1256 -1.7485 2.3611
C -1.5359 -2.0890 1.5084
N -0.3573 -0.1604 0.0133

=====

DFT (wB97M-V/def2-TZVPD) results for a 11-piece molecular cluster, H22O11 overall.

Values from the calculation:
Spin multiplicity ... 2
Net charge ... +1
LUMO (spin up / spin down) ... -3.25 / -10.12 eV
Expectation value of S² ... 0.758
ΔE to the lowest compared entry with this formula, charge and spin ... 74.0 kcal per mole
Gap between HOMO and LUMO (spin up / spin down) ... 0.3739 / 0.1215 Ha

Last column: Mulliken charge in e.
CARTESIAN COORDINATES (ANGSTROEM)
1 O 1.65779 2.25864 -0.37061  -0.682
2 H 1.12116 3.02645 -0.14310  0.298
3 H 1.46672 2.07152 -1.27100  0.331
4 O -4.58614 0.01712 2.65062  -0.606
5 H -3.97287 0.15877 3.39089  0.314
6 H -4.18823 -0.63869 2.10006  0.292
7 O 0.96878 -0.35613 0.36986  -0.656
8 H 1.12069 -0.56216 -0.53051  0.309
9 H 1.23112 0.44262 0.66546  0.371
10 O -3.98576 -2.99021 -1.70864  -0.618
11 H -4.22490 -2.09445 -1.60720  0.314
12 H -3.26835 -3.29106 -1.06332  0.305
13 O 2.49146 -0.74846 4.29508  -0.272
14 H 2.58243 -1.50646 3.61534  0.474
15 H 3.08188 -0.02200 4.29807  0.394
16 O 3.28677 -2.98165 3.13672  -0.679
17 H 2.85647 -3.77837 2.86690  0.316
18 H 3.68304 -2.99003 2.15283  0.384
19 O 1.67529 1.06679 -4.21468  -0.565
20 H 2.58171 1.00167 -3.93030  0.276
21 H 1.73744 0.60156 -5.07025  0.278
22 O 0.13413 -0.47647 -2.31583  -0.618
23 H -0.03354 -1.38686 -2.79116  0.282
24 H 0.21294 0.25072 -3.00389  0.406
25 O -0.50208 1.94562 -3.65046  -0.589
26 H -1.04802 2.69213 -3.47406  0.272
27 H -0.39469 1.61801 -4.51398  0.284
28 O 0.92343 -2.08061 2.36026  -0.380
29 H 0.00753 -2.05341 2.30858  0.320
30 H 1.02493 -1.19700 1.95776  0.443
31 O -2.30179 4.17653 -0.05880  -0.622
32 H -1.54822 3.67028 -0.22724  0.289
33 H -2.07381 5.06317 0.32675  0.337

Atoms 1-3, force components in eV/Å:
O 0.2195 0.3623 1.5077
H 0.1559 -0.0361 -0.1049
H -0.3833 -0.2454 -1.4025

=====

DFT (wB97M-V/def2-TZVPD) results for a 2-piece molecular cluster, C4H8NO overall.

Values from the calculation:
Spin multiplicity ... 1
Net charge ... +1
LUMO ... -3.62 eV
ΔE to the lowest compared entry with this formula, charge and spin ... 116.4 kcal per mole
Gap between HOMO and LUMO ... 0.3744 Ha

Last column: Mulliken charge in e.
CARTESIAN COORDINATES (ANGSTROEM)
1 C 2.14115 1.30430 -0.04720  -0.174
2 C 0.92729 -0.93568 -0.52498  0.181
3 C 1.83543 -1.18048 0.43108  -0.341
4 C -1.85435 0.25777 0.01426  -0.689
5 N 1.67396 0.13477 -0.03965  -0.021
6 O -0.78130 -0.53557 0.48636  -0.442
7 H 2.98856 1.61224 0.71382  0.213
8 H 1.77176 2.11123 -0.65705  0.285
9 H 0.47010 -1.38073 -1.48595  0.368
10 H -1.10926 -1.37399 0.71434  0.337
11 H 2.29869 -1.81295 1.15771  0.359
12 H -2.70200 -0.07916 0.52156  0.342
13 H -2.10145 -0.00049 -0.99794  0.315
14 H -1.56923 1.21672 0.28647  0.266

Atoms 1-3, force components in eV/Å:
C 1.9592 1.9048 1.9556
C 0.7502 -2.3154 -0.9033
C -1.5288 0.5031 -1.6857

=====

DFT (wB97M-V/def2-TZVPD) results for C2H3LiORu as an isolated structure.

Values from the calculation:
Spin multiplicity ... 6
Net charge ... +1
LUMO (spin up / spin down) ... -4.64 / -5.54 eV
Expectation value of S² ... 8.761
ΔE to the lowest compared entry with this formula, charge and spin ... 37.7 kcal per mole
Gap between HOMO and LUMO (spin up / spin down) ... 0.2164 / 0.2576 Ha

Last column: Mulliken charge in e.
CARTESIAN COORDINATES (ANGSTROEM)
1 C 0.18490 0.43069 -0.43180  -0.845
2 C -0.80176 0.11327 -1.23550  0.726
3 O -1.83901 0.01355 -1.78473  -0.284
4 Li -0.53198 -0.36740 2.47437  0.854
5 H 1.20172 0.22914 -0.74109  0.377
6 H 0.53646 1.91601 -0.50762  0.337
7 Ru 1.29390 -2.47592 1.30599  0.209
8 H -0.04421 0.14067 0.92038  -0.374

Atoms 1-3, force components in eV/Å:
C 3.1040 4.3114 2.3136
C -3.9093 0.7634 -3.1171
O 1.8787 -0.5674 1.1325

=====

Number 5 is which compound?
C4H8NO

=====

The highest ΔE to the lowest compared entry with this formula, charge and spin belongs to which entry?
C4H8NO

=====

Number 2 is which compound?
C10H31NO5P2